Record 1
This record from OMol25 describes the molecule C20H22O7. The level of theory is ωB97M-V/def2-TZVPD.

For the frontier orbital gap, the calculation gives 8.52 eV.

The geometry in XYZ format:
```
49
Properties=species:S:1:pos:R:3:forces:R:3
O -5.5136 0.0235 -0.3522 0.236 0.299 0.017
O 0.2936 2.0277 1.0919 -0.244 -0.146 0.505
H -7.4410 0.1079 -0.9331 0.046 -0.025 0.017
C 2.1184 0.6503 -3.5374 -0.017 0.256 -0.137
C -3.2573 0.0288 0.3103 0.202 0.076 0.034
H -4.0818 1.9399 -0.1892 -0.046 0.053 -0.020
H 2.0513 4.1276 1.4254 0.005 0.048 -0.046
H 1.3863 1.3815 -3.1787 0.041 -0.031 0.002
C 2.6676 0.8300 -0.7853 0.047 0.018 -0.056
C -6.7345 -0.6525 -0.6108 -0.237 -0.338 -0.015
H 1.8228 -2.0666 3.3151 0.047 -0.005 -0.026
C 2.4727 -1.5044 0.7261 -0.011 -0.120 -0.125
H -1.9793 3.1636 0.2452 0.011 0.040 -0.017
C 3.0357 2.2045 1.2941 -0.024 0.019 -0.025
C 2.8189 0.8875 0.5924 0.160 -0.249 0.017
O 0.3344 3.2092 -0.8258 -0.004 -0.054 0.105
C 2.3606 -0.3710 -1.4071 -0.103 -0.310 -0.039
H -7.0914 -1.1507 0.2931 0.000 0.043 -0.093
C 2.7257 -0.2776 1.3340 0.073 -0.029 0.098
C -0.9457 0.0161 0.9716 0.211 0.352 0.004
C -2.0277 2.0949 0.3810 0.224 0.122 0.106
H -0.0497 -0.4970 1.2836 0.107 -0.056 0.026
H 3.5826 -2.2860 3.0850 -0.053 0.004 -0.008
H 2.5038 -3.7008 3.1340 0.015 0.086 0.034
O 2.4088 -2.6865 1.4202 0.000 0.239 -0.564
C 2.5917 -2.6636 2.8132 0.044 -0.004 0.258
H 0.8256 -4.2964 -1.6459 -0.043 0.032 0.060
H 2.7633 1.7281 -1.3708 -0.042 0.117 -0.132
H -2.1840 -1.7319 0.8563 0.011 -0.078 0.016
O -4.5955 -1.9394 0.2195 -0.030 0.084 -0.030
O 2.1300 -0.5083 -2.7395 0.075 -0.265 0.423
C -0.9029 1.3953 0.7967 -0.433 -0.264 -0.229
C 0.8474 2.8743 0.2071 0.250 0.549 -0.525
C 2.2523 -1.5567 -0.6563 -0.108 -0.115 -0.179
H 2.7086 3.7913 -0.1752 -0.137 -0.002 0.030
C -4.4972 -0.7466 0.0638 -0.064 -0.243 0.029
H 1.6738 -4.2817 -0.0780 -0.111 0.065 -0.116
C -3.2020 1.4083 0.1363 0.008 -0.190 0.060
H -6.5947 -1.4030 -1.3915 -0.045 0.065 0.061
H 1.8352 0.3149 -4.5338 0.031 0.065 0.050
O 1.9744 -2.6840 -1.3788 0.412 0.374 0.186
H 2.8560 -0.2221 2.4028 -0.020 -0.020 0.131
H 4.0927 2.4812 1.2518 -0.038 0.035 0.075
C 1.1416 -3.6713 -0.8111 -0.193 -0.399 0.077
H 3.1078 1.1180 -3.5841 -0.041 -0.010 0.015
C -2.1213 -0.6617 0.7302 -0.290 0.067 -0.081
H 2.7672 2.0844 2.3444 0.065 -0.008 -0.020
C 2.2053 3.3427 0.6816 -0.002 -0.163 0.050
H 0.2605 -3.2273 -0.3387 0.017 0.013 -0.005
```
Forces are in eV/Å.

***

Record 2
This record from OMol25 describes a cluster of 2 separate species, C6H14N2 in total. The level of theory is ωB97M-V/def2-TZVPD.

For the frontier orbital gap, the calculation gives 9.86 eV.

The geometry in XYZ format:
```
22
Properties=species:S:1:pos:R:3:forces:R:3
H 0.0983 -1.6097 -0.4777 -0.018 0.018 -0.106
H 0.8509 3.1988 2.6409 -0.112 -0.062 0.057
H 1.7878 1.7409 2.8902 0.024 -0.033 0.117
C -1.1677 -2.7135 -1.7647 -0.216 0.262 0.174
H -0.3740 -3.1832 -2.3374 0.057 -0.049 0.022
H 0.4242 1.8577 -2.1665 -0.045 -0.021 -0.031
H -2.1732 -1.0767 2.0354 0.172 0.004 0.184
H 2.0855 2.1431 -1.6453 0.019 -0.001 -0.053
C -1.5761 -1.9858 0.5239 0.091 0.068 0.012
H -1.9591 -3.4373 -1.5884 0.010 -0.194 -0.050
N -1.3813 -1.0818 1.3992 -0.240 -0.066 -0.086
C 1.3685 2.1666 0.8474 -0.069 0.029 0.037
H -0.0177 0.7694 0.1727 -0.062 -0.077 0.069
C 1.2268 1.4819 -1.5292 -0.023 0.029 0.044
H 2.1693 2.8361 0.5452 0.110 0.020 0.084
N -0.6845 -2.2487 -0.4783 0.145 -0.049 0.138
H -2.4424 -2.6515 0.5239 -0.089 0.029 -0.140
C 0.9838 2.1717 2.2923 0.238 0.151 -0.072
C 0.8036 1.4259 -0.0920 0.002 0.085 -0.240
H -1.6082 -1.9002 -2.3497 0.086 -0.011 -0.128
H 1.5064 0.4988 -1.9100 0.015 -0.085 -0.041
H 0.0794 1.5976 2.4682 -0.096 -0.047 0.009
```
Forces are in eV/Å.

***

Record 3
This record from OMol25 describes the molecule C5H5NO in a non-equilibrium geometry. The level of theory is ωB97M-V/def2-TZVPD.

For the frontier orbital gap, the calculation gives 8.00 eV.

The geometry in XYZ format:
```
12
Properties=species:S:1:pos:R:3:forces:R:3
H -2.0691 -0.5891 -0.7616 2.140 0.091 -0.249
H 1.1118 1.8088 2.6147 0.758 0.353 1.182
O -1.9278 2.6470 -0.2816 -1.413 1.076 -0.787
H -0.5991 -0.4131 -1.7571 0.600 0.556 -2.566
C 0.4818 0.3967 1.1162 0.661 -0.187 0.724
C 0.4592 1.6326 1.8143 -1.241 1.783 -1.469
C -0.8934 -0.6515 -0.8055 -3.132 -0.206 2.196
N -0.3059 2.6011 1.3999 0.701 0.602 1.753
H -0.6755 -1.6739 -0.5883 0.489 -0.788 0.173
H 1.1956 -0.2603 1.4591 1.347 -1.957 0.567
C -0.3542 0.3115 0.1388 -2.768 2.925 -0.796
C -1.0887 2.2163 0.3856 1.857 -4.249 -0.728
```
Forces are in eV/Å.

***

Record 4
This record from OMol25 describes a cluster of 5 separate species, C34H29Cl2F3NO10S in total in a non-equilibrium geometry. The level of theory is ωB97M-V/def2-TZVPD.

The net charge is +1. For the frontier orbital gap, the calculation gives 5.17 eV.

The geometry in XYZ format:
```
80
Properties=species:S:1:pos:R:3:forces:R:3
C -9.1128 2.0221 -3.3072 0.093 0.035 -0.023
H 1.6886 -0.8088 -2.5918 0.003 0.032 -0.087
H -12.2053 3.7197 -5.0660 0.033 0.011 -0.032
H 2.2764 2.3570 -0.9468 -0.090 -0.022 -0.103
H -9.4126 -2.0193 0.3062 0.019 -0.012 0.023
C -2.0482 -1.1932 -3.7804 0.018 0.044 -0.101
C -0.2423 -1.4586 -2.0231 0.175 -0.005 0.005
S 4.1528 -1.0216 1.7182 -1.861 -2.379 1.074
H 8.8052 -0.2995 2.1722 0.212 0.575 0.829
C -1.1548 -0.6731 -4.6189 -0.121 -0.036 0.032
H -8.3019 1.5366 -2.7792 -0.010 -0.037 -0.027
H 8.5896 -2.4371 2.5247 -0.448 -0.175 0.313
O 2.1350 6.8078 -0.8055 0.006 -0.103 0.009
N 6.7861 -0.2046 2.0028 0.771 1.213 -1.241
O 4.1835 -2.4194 1.4446 1.492 -0.053 -0.638
H 0.0207 -1.7805 -1.0232 -0.067 -0.013 0.012
C -5.9712 -2.5126 -0.0853 0.070 0.030 -0.066
H 8.1454 -0.8475 4.9159 -0.332 -0.258 -0.339
H 6.9771 -2.9937 3.1202 0.595 -0.094 -0.006
H -9.0654 -0.8154 -1.8418 -0.001 0.027 0.034
O -10.6242 1.3428 -1.6355 0.030 -0.013 -0.083
H 9.5348 -2.8394 4.8619 -0.294 -0.322 -0.066
C -8.2543 -1.3009 -1.3138 -0.099 -0.013 0.000
H 5.0833 -0.4393 6.5123 -0.854 0.332 -0.630
C 4.0483 -0.1997 0.0362 -0.378 -0.199 -0.852
C 7.9976 -0.0267 2.8708 -0.493 -1.408 0.881
C 5.1862 -1.7572 4.8754 0.100 -0.030 -0.441
O -7.4809 -3.1915 1.5869 0.020 0.039 -0.060
H 6.9580 0.0554 1.0288 -0.804 -0.131 0.048
C 7.8392 -4.0766 5.5362 0.412 0.441 0.179
O 3.0728 -0.6660 2.5639 0.381 1.829 0.048
H -7.9539 2.7405 -4.9265 -0.022 0.011 -0.030
C 6.0886 -0.8466 4.0401 0.239 -0.838 1.666
C 4.5867 -1.2402 5.9450 -0.121 0.113 0.239
C 5.7287 -0.6606 2.5501 1.005 0.837 1.302
H -3.0889 -1.3229 -4.0509 -0.006 -0.004 0.038
C 0.3474 3.2077 -1.5153 -0.156 -0.086 -0.074
C -10.4546 1.9330 -2.6838 -0.021 -0.029 0.087
O -2.4731 -2.1032 -1.6514 0.075 0.022 -0.003
C 0.2637 -0.5046 -4.2243 0.069 0.117 -0.132
C -5.7859 -1.8683 -1.2345 0.072 -0.016 -0.012
O -6.7422 -0.6214 -2.9864 0.008 0.020 0.073
C 2.3415 4.4657 -0.8367 0.030 -0.176 0.014
C 7.6375 -1.0969 3.9710 -0.085 -0.193 -1.365
H -0.3317 6.5936 -1.5866 0.044 0.020 0.011
C -8.9263 2.6662 -4.4564 0.046 -0.062 0.096
H 7.9414 -5.1731 5.5491 0.139 0.554 0.259
C -6.9129 -1.2122 -1.9367 -0.025 -0.003 -0.032
C 1.7585 3.2930 -1.0692 0.003 0.219 0.001
O -9.8832 3.9128 -6.2075 -0.012 -0.032 0.069
C -10.0527 3.3238 -5.1612 0.031 0.069 -0.146
C 0.1914 5.6541 -1.4620 -0.108 -0.101 -0.039
Cl 8.3772 -3.3816 7.1344 -0.413 -0.441 -0.401
C -11.3951 3.2344 -4.5369 -0.094 -0.037 0.095
H -1.4195 4.3976 -2.0214 0.010 -0.045 0.000
F 5.2277 -0.2529 -0.5807 0.324 0.403 0.422
Cl 8.1443 1.5844 3.6393 -0.120 -0.561 -0.968
O -0.1792 2.1337 -1.7242 0.100 0.019 0.026
H -12.5535 2.5150 -2.9168 0.023 -0.025 0.031
O 1.0795 -0.0286 -4.9855 -0.008 -0.025 0.089
H -1.4181 -0.3510 -5.6182 0.043 0.011 -0.002
C -7.3128 -2.6024 0.5400 -0.033 -0.070 0.129
C 8.7180 -3.4344 4.4261 -0.509 -0.445 -0.529
C 1.6029 5.7401 -1.0158 0.004 0.222 0.004
C 7.9427 -2.5430 3.4190 0.345 0.488 0.468
F 3.2087 -0.9431 -0.6426 -0.180 -0.478 0.196
H -5.1596 -2.9974 0.4425 -0.017 -0.008 0.012
H 4.9894 -2.8056 4.6209 -0.391 0.670 -0.742
C -1.6606 -1.6269 -2.4174 -0.121 -0.008 0.024
H 9.1845 -4.2599 3.8575 -0.148 0.426 0.197
H -4.8136 -1.7939 -1.7044 0.008 -0.020 0.025
H 3.3709 4.5472 -0.5100 -0.005 0.074 -0.014
H 6.0206 0.1218 4.5807 -0.400 -0.027 -0.869
C 0.6494 -0.9391 -2.8612 -0.096 -0.095 0.125
C -8.4404 -1.9450 -0.1642 -0.042 0.059 -0.086
C -11.5814 2.5900 -3.3874 -0.068 0.067 -0.076
H 3.6002 -1.5979 6.2603 0.876 -0.462 0.631
F 3.5555 1.0110 0.0787 0.674 0.392 0.553
C -0.3908 4.4793 -1.6945 0.002 0.125 0.009
H 6.7667 -3.8515 5.4569 0.456 0.043 -0.065
```
Forces are in eV/Å.

***

Record 5
This record from OMol25 describes a structure of composition C4H8N2 in a non-equilibrium geometry. The level of theory is ωB97M-V/def2-TZVPD.

The net charge is +2. For the frontier orbital gap, the calculation gives 9.20 eV.

The geometry in XYZ format:
```
14
Properties=species:S:1:pos:R:3:forces:R:3
C -0.3144 1.7651 0.7508 0.296 -1.447 -0.867
N -0.7032 -1.6093 -0.0325 1.106 1.183 -1.060
H -0.8974 1.9496 1.5805 -1.030 0.592 2.129
N -0.4634 0.3230 0.5032 -0.692 -1.764 -1.197
H -1.6952 -0.7090 1.9116 -0.278 -0.698 -0.378
H -0.7551 2.3032 -0.0559 0.122 0.477 -0.879
C 0.0903 -0.6308 -0.5317 -1.126 -0.452 1.698
H 1.4938 -1.5791 -1.7623 0.061 1.214 -0.025
H 0.7245 1.8853 0.9395 0.791 0.794 0.069
C -1.1420 -0.7072 0.9651 1.015 1.820 0.457
H 1.1199 0.2372 -1.9992 -0.361 2.407 -2.846
C 1.2133 -0.5631 -1.3815 -0.155 -3.045 2.267
H 1.9150 -0.0687 -0.6868 0.765 -0.391 0.239
H -0.5860 -2.5961 -0.2008 -0.513 -0.692 0.394
```
Forces are in eV/Å.

***

Asked for energy above the lowest of the compared OMol25 structures with the same formula, charge and spin across the records above, the calculation gives 31.84, 25.56, 63.71, 0.00, 52.05 kcal/mol in order.
Asked for energy across the records above, the calculation gives -35428.722, -9428.376, -8800.656, -101710.581, -7235.277 eV in order.